Here is a 2-piece molecular cluster, C3H3FS overall from the Open Molecules 2025 dataset. Energies are from ωB97M-V/def2-TZVPD.

Calculated values
SMILES: C=C=C=S.F
Frontier orbital gap (eV): 7.57
Energy above the lowest of the compared OMol25 structures with the same formula, charge and spin (eV): 1.991
Total charge: 0
Highest occupied orbital energy (eV): -9.07

Structure (XYZ):
```
8
Properties=species:S:1:pos:R:3:lowdin_charge:R:1
C 0.565 0.885 0.864 0.08
C 0.206 -0.157 0.149 -0.23
C 0.567 -1.378 -0.023 -0.66
S 0.066 -2.757 -0.489 0.81
H 1.482 0.948 1.313 0.05
H -0.020 1.664 1.142 0.04
F -1.675 0.549 -1.848 -0.09
H -1.191 0.246 -1.109 0.00
```

Here is an isolated molecule of C6H8N2 from the Open Molecules 2025 dataset. Energies are from ωB97M-V/def2-TZVPD.

Calculated values
SMILES: [H]/N=C(\C)[C@@H]1C(=C)/C1=N/[H]
Frontier orbital gap (spin up / spin down) (eV): 7.59 / 7.60
Energy above the lowest of the compared OMol25 structures with the same formula, charge and spin (eV): 7.189
Total charge: 0
Highest occupied orbital energy (spin up / spin down) (eV): -7.90 / -7.90

Structure (XYZ):
```
16
Properties=species:S:1:pos:R:3:lowdin_charge:R:1
H -1.567 0.193 -2.746 0.06
N -0.795 -0.297 -2.289 0.12
C -0.523 0.153 -1.125 -0.31
C -1.142 1.420 -0.604 -0.04
C 0.266 -1.099 -0.268 -0.07
C 0.099 -0.913 1.171 -0.18
C 0.573 -1.329 2.345 0.08
C 0.986 -0.062 0.354 -0.39
N 1.971 0.741 0.347 0.15
H 2.154 1.069 -0.605 0.07
H -0.421 2.237 -0.677 0.09
H -2.020 1.703 -1.190 0.08
H -1.476 1.307 0.429 0.08
H 0.484 -1.952 -0.889 0.13
H 0.119 -1.038 3.285 0.07
H 1.294 -2.132 2.464 0.07
```

Here is an isolated molecule of C26H27FN2O6 from the Open Molecules 2025 dataset. Energies are from ωB97M-V/def2-TZVPD.

Calculated values
SMILES: Cc1ccc([C@@H](C(=O)NCc2ccc(F)cc2)N(CCCO)C(=O)[C@@H]2COc3ccccc3O2)o1
Frontier orbital gap (eV): 9.09
Total charge: 0
Highest occupied orbital energy (eV): -8.68

Structure (XYZ):
```
62
Properties=species:S:1:pos:R:3:lowdin_charge:R:1
C 2.154 -1.756 -4.697 0.00
C 1.130 -1.768 -3.621 -0.31
C -0.210 -2.020 -3.648 -0.01
C -0.670 -1.887 -2.315 -0.02
C 0.424 -1.576 -1.563 -0.25
C 0.577 -1.224 -0.118 -0.10
C -0.593 -0.268 0.199 -0.45
O -1.583 -0.625 0.797 0.09
N -0.431 0.961 -0.322 0.09
C -1.439 1.993 -0.228 -0.11
C -1.789 2.548 -1.583 -0.20
C -2.052 3.903 -1.744 -0.03
C -2.381 4.418 -2.985 -0.01
C -2.435 3.559 -4.067 -0.28
F -2.746 4.054 -5.283 0.06
C -2.175 2.206 -3.938 0.00
C -1.856 1.708 -2.689 -0.02
N 0.561 -2.362 0.793 0.04
C 0.361 -3.702 0.257 -0.12
C 1.642 -4.312 -0.319 -0.13
C 2.773 -4.417 0.716 -0.28
O 2.452 -5.221 1.813 -0.06
C 0.714 -2.263 2.126 -0.37
O 0.735 -3.256 2.844 0.05
C 0.841 -0.925 2.854 -0.16
C -0.453 -0.724 3.661 -0.09
O -0.364 0.416 4.483 0.00
C 0.136 1.512 3.843 -0.19
C -0.057 2.765 4.413 0.01
C 0.417 3.900 3.786 -0.09
C 1.090 3.797 2.579 -0.10
C 1.306 2.556 2.013 -0.02
C 0.838 1.408 2.640 -0.18
O 1.098 0.198 2.039 -0.03
O 1.519 -1.490 -2.357 0.09
H 1.687 -1.985 -5.649 0.09
H 2.631 -0.778 -4.758 0.09
H 2.928 -2.494 -4.492 0.09
H -0.799 -2.267 -4.507 0.11
H -1.674 -2.011 -1.961 0.13
H 1.532 -0.697 -0.010 0.17
H 0.430 1.200 -0.786 0.16
H -1.096 2.795 0.435 0.12
H -2.317 1.521 0.228 0.14
H -2.002 4.561 -0.890 0.11
H -2.589 5.467 -3.121 0.12
H -2.228 1.564 -4.803 0.12
H -1.657 0.653 -2.571 0.10
H -0.412 -3.659 -0.511 0.12
H -0.001 -4.324 1.078 0.13
H 2.002 -3.720 -1.161 0.10
H 1.400 -5.313 -0.678 0.12
H 3.641 -4.883 0.242 0.12
H 3.065 -3.407 1.042 0.12
H 1.799 -4.747 2.358 0.05
H 1.670 -1.044 3.572 0.18
H -0.617 -1.578 4.319 0.15
H -1.293 -0.625 2.962 0.13
H -0.588 2.819 5.350 0.12
H 0.259 4.867 4.238 0.10
H 1.457 4.682 2.082 0.10
H 1.851 2.451 1.088 0.12
```

Here is a 7-piece molecular cluster, C61H71F2N11O7S2 overall from the Open Molecules 2025 dataset. Energies are from ωB97M-V/def2-TZVPD.

Calculated values
Frontier orbital gap (eV): 1.43
Total charge: +8
Highest occupied orbital energy (eV): -16.47

Structure (XYZ):
```
154
Properties=species:S:1:pos:R:3:lowdin_charge:R:1
O 1.718 0.313 -0.916 0.08
C 0.738 0.034 -0.099 -0.97
O 0.994 -0.755 0.828 -0.08
O -0.383 0.566 -0.227 -0.12
H 2.325 -0.195 -0.373 0.10
C 7.512 -12.070 7.712 0.06
N 7.145 -10.721 7.123 -0.06
C 8.166 -9.995 6.515 0.08
C 7.903 -8.701 5.954 0.07
C 6.662 -8.072 6.162 -0.14
C 5.634 -8.790 6.826 0.07
C 5.915 -10.155 7.262 0.06
C 6.346 -6.733 5.548 -0.12
C 5.126 -6.567 4.843 0.06
C 4.741 -5.316 4.376 0.01
N 5.506 -4.274 4.719 -0.08
C 6.705 -4.436 5.339 0.05
C 7.154 -5.641 5.740 0.05
C 5.077 -2.975 4.152 0.05
H 8.419 -12.434 7.229 0.11
H 6.693 -12.787 7.653 0.11
H 7.648 -12.043 8.793 0.12
H 9.143 -10.449 6.444 0.15
H 8.573 -8.075 5.382 0.13
H 4.664 -8.364 7.035 0.12
H 5.185 -10.782 7.752 0.15
H 4.515 -7.431 4.630 0.13
H 3.771 -5.125 3.942 0.15
H 7.252 -3.508 5.418 0.16
H 8.106 -5.787 6.229 0.15
H 4.021 -2.849 4.389 0.10
H 5.065 -3.099 3.069 0.12
H 5.734 -2.204 4.554 0.12
C -0.265 4.382 -15.469 0.03
N -0.315 3.877 -14.121 -0.06
C 0.773 3.365 -13.451 0.07
C 0.559 2.907 -12.175 0.03
C -0.639 3.020 -11.472 -0.12
C -1.743 3.496 -12.229 0.06
C -1.554 3.997 -13.498 0.06
C -0.779 2.556 -10.090 -0.12
C -0.209 1.335 -9.629 0.08
C -0.300 0.912 -8.314 0.04
N -0.861 1.739 -7.403 -0.09
C -1.537 2.857 -7.795 0.05
C -1.553 3.249 -9.167 0.06
C -0.804 1.324 -6.011 0.02
H 0.768 4.249 -15.792 0.11
H -0.443 5.455 -15.546 0.13
H -0.846 3.729 -16.120 0.14
H 1.703 3.295 -13.995 0.16
H 1.407 2.418 -11.721 0.14
H -2.780 3.543 -11.932 0.14
H -2.383 4.310 -14.115 0.16
H 0.311 0.726 -10.353 0.14
H 0.195 0.008 -7.989 0.16
H -1.931 3.459 -6.990 0.14
H -1.941 4.241 -9.342 0.14
H -0.881 2.136 -5.289 0.10
H 0.064 0.694 -5.820 0.12
H -1.730 0.784 -5.811 0.12
C -7.970 2.403 2.400 0.04
N -7.012 1.352 2.094 -0.11
C -7.005 0.195 2.807 0.03
C -6.115 -0.880 2.519 0.07
C -5.174 -0.674 1.465 -0.13
C -5.179 0.555 0.792 0.07
C -6.087 1.600 1.126 0.07
C -4.279 -1.764 1.034 -0.12
C -3.737 -2.648 1.979 0.05
C -2.772 -3.624 1.609 0.04
N -2.436 -3.802 0.327 -0.06
C -2.988 -3.050 -0.658 0.06
C -3.976 -2.071 -0.353 0.10
C -1.451 -4.886 -0.077 0.07
H -7.579 2.908 3.283 0.12
H -8.836 1.788 2.642 0.12
H -8.145 3.130 1.607 0.13
H -7.861 0.006 3.438 0.15
H -6.205 -1.830 3.025 0.13
H -4.546 0.701 -0.071 0.13
H -6.237 2.557 0.647 0.15
H -3.921 -2.543 3.038 0.12
H -2.198 -4.196 2.324 0.15
H -2.620 -3.250 -1.654 0.15
H -4.465 -1.479 -1.113 0.13
H -0.510 -4.536 0.349 0.11
H -1.126 -4.827 -1.116 0.11
H -1.831 -5.853 0.251 0.12
C -9.636 -1.556 11.588 0.05
N -8.547 -1.180 10.717 -0.07
C -7.964 -2.103 9.910 0.05
C -6.910 -1.830 9.066 0.05
C -6.650 -0.509 8.827 -0.12
C -7.299 0.471 9.608 0.06
C -8.218 0.120 10.557 0.05
C -5.527 -0.068 7.949 -0.12
C -4.320 -0.724 7.755 0.07
C -3.314 -0.279 6.822 0.06
N -3.585 0.830 6.067 -0.08
C -4.747 1.494 6.238 0.00
C -5.632 1.111 7.215 0.03
C -2.600 1.281 5.031 0.06
H -9.331 -2.362 12.256 0.13
H -10.462 -1.816 10.927 0.13
H -9.885 -0.715 12.235 0.12
H -8.408 -3.088 9.911 0.17
H -6.422 -2.637 8.539 0.14
H -7.050 1.517 9.496 0.14
H -8.694 0.831 11.216 0.17
H -3.977 -1.499 8.424 0.14
H -2.309 -0.673 6.799 0.15
H -4.896 2.387 5.649 0.15
H -6.563 1.656 7.257 0.14
H -3.139 1.602 4.139 0.10
H -1.927 0.441 4.856 0.11
H -2.007 2.079 5.476 0.12
C 1.964 7.452 -9.839 0.04
N 1.862 6.921 -8.460 -0.08
C 2.904 6.070 -8.013 0.06
C 2.928 5.600 -6.719 0.06
C 1.912 6.028 -5.802 -0.09
C 0.912 6.882 -6.282 0.06
C 0.934 7.346 -7.617 0.02
C 2.058 5.706 -4.342 -0.14
C 3.265 5.651 -3.740 0.02
C 3.455 5.346 -2.425 0.09
N 2.348 4.907 -1.698 -0.02
C 1.049 4.946 -2.323 0.06
C 0.920 5.429 -3.574 0.01
C 2.471 4.369 -0.314 0.04
H 1.119 7.993 -10.265 0.12
H 2.110 6.561 -10.449 0.10
H 2.742 8.214 -9.786 0.13
H 3.704 5.897 -8.718 0.15
H 3.766 5.004 -6.389 0.14
H 0.084 7.222 -5.679 0.13
H 0.075 7.859 -8.023 0.16
H 4.149 5.964 -4.276 0.15
H 4.372 5.316 -1.854 0.17
H 0.191 4.683 -1.721 0.14
H -0.050 5.543 -4.035 0.13
H 1.511 4.003 0.049 0.10
H 2.772 5.205 0.317 0.12
H 3.277 3.643 -0.213 0.12
N 8.389 -0.415 1.527 -0.27
S 9.339 0.473 2.184 0.34
O 8.708 1.402 3.130 -0.33
O 10.518 0.883 1.457 -0.26
F 9.893 -0.657 3.166 -0.22
S 7.918 0.805 0.372 0.59
O 8.785 0.857 -0.807 -0.29
O 7.277 2.045 0.786 -0.32
F 6.592 0.142 -0.233 -0.25
```

Here is C2H6N2 as an isolated structure from the Open Molecules 2025 dataset. Energies are from ωB97M-V/def2-TZVPD.

Calculated values
Frontier orbital gap (eV): 8.92
Energy above the lowest of the compared OMol25 structures with the same formula, charge and spin (eV): 4.925
Total charge: 0
Highest occupied orbital energy (eV): -8.82

Structure (XYZ):
```
10
Properties=species:S:1:pos:R:3:lowdin_charge:R:1
C 1.137 -0.549 -0.211 -0.18
N 0.171 0.197 -1.034 -0.03
C -0.989 0.355 -0.423 -0.39
N -1.213 0.808 0.911 0.06
H 0.794 -1.605 -0.079 0.09
H 2.154 -0.613 -0.598 0.06
H 1.343 -0.072 0.763 0.06
H -1.917 0.229 -0.959 0.11
H -0.965 -0.308 0.666 0.13
H -0.516 1.557 0.964 0.08
```

Here is a 2-piece molecular cluster, C4H12 overall from the Open Molecules 2025 dataset. Energies are from ωB97M-V/def2-TZVPD.

Calculated values
SMILES: CC.CC
Frontier orbital gap (eV): 12.82
Energy above the lowest of the compared OMol25 structures with the same formula, charge and spin (eV): 0.319
Total charge: 0
Highest occupied orbital energy (eV): -11.65

Structure (XYZ):
```
16
Properties=species:S:1:pos:R:3:lowdin_charge:R:1
C -1.506 1.882 -0.613 -0.17
C -0.028 1.726 -0.244 -0.17
H -1.582 2.174 -1.669 0.06
H -2.140 1.019 -0.432 0.06
H -1.967 2.737 -0.118 0.06
H 0.334 0.829 -0.745 0.04
H 0.646 2.486 -0.639 0.06
H 0.035 1.783 0.841 0.07
C 0.240 -1.696 1.017 -0.15
C 1.282 -1.961 -0.109 -0.16
H 0.796 -1.784 1.946 0.06
H -0.200 -0.716 0.855 0.03
H -0.545 -2.449 1.026 0.06
H 1.307 -3.024 -0.341 0.06
H 1.073 -1.389 -1.010 0.04
H 2.258 -1.616 0.234 0.06
```

no.,strongest force on any atom (hartree/bohr)
1,0.062
2,0.101
3,0.018
4,0.208
5,0.101
6,0.032